<i>
Entry from OMol25: a 2-piece molecular cluster, C4H12NOS overall (ωB97M-V/def2-TZVPD).

Last column: natural (NBO) charge in e.
Atoms and positions in Å:
S  -0.85663  1.97071  -0.20568  -0.707
O  -3.14265  -0.09744  -1.14569  -0.992
N  1.35305  -1.51125  -0.28398  -0.622
C  1.40663  -2.60566  0.67408  -0.415
C  0.64790  -0.32100  0.28488  -0.074
C  0.17521  0.60118  -0.82181  -0.513
C  1.47170  0.37944  1.36541  -0.632
H  1.03545  1.02647  -1.33876  0.175
H  -0.25475  -0.76370  0.71185  0.182
H  1.71862  -3.52375  0.14888  0.181
H  -2.81151  0.59571  -0.54209  0.501
H  0.41572  -2.85215  1.08511  0.190
H  2.53566  0.10597  1.19105  0.164
H  -2.33164  -0.42514  -1.54521  0.460
H  2.31702  -1.19966  -0.39094  0.331
H  2.06829  -2.42530  1.53618  0.158
H  -0.31764  -0.05183  -1.54210  0.170
H  1.43857  1.45021  1.33529  0.245
H  1.24386  0.04494  2.37209  0.198

Computed properties:
LUMO energy	0.13414	Ha
net charge	-1
HOMO-LUMO gap	6.439	eV

***

<ii>
Entry from OMol25: a 2-piece molecular cluster, C4H12NOS overall (ωB97M-V/def2-TZVPD).

Last column: natural (NBO) charge in e.
Atoms and positions in Å:
S  1.77884  2.09872  0.06621  -0.695
O  -0.63531  3.18636  -1.91836  -0.993
N  -0.82825  -0.83203  0.94531  -0.658
C  1.19847  0.70216  1.11057  -0.513
C  1.17937  -1.01869  -0.63117  -0.643
C  -1.87384  -1.62108  0.26137  -0.408
C  0.27376  -0.17482  0.21096  -0.077
H  1.78707  -0.33195  -1.20306  0.251
H  -1.09348  3.59323  -1.11272  0.449
H  0.18220  3.00818  -1.36465  0.499
H  1.94032  -0.04237  1.59460  0.161
H  2.00217  -1.58143  -0.06252  0.182
H  0.69436  -1.73142  -1.37774  0.182
H  0.66414  1.06522  1.99998  0.189
H  -1.89114  -1.33269  -0.72846  0.190
H  -0.29777  0.46872  -0.48219  0.203
H  -1.55448  -2.71328  0.27930  0.161
H  -2.88741  -1.38179  0.59023  0.180
H  -0.63900  -1.36104  1.82232  0.340

Computed properties:
LUMO energy	0.13621	Ha
net charge	-1
HOMO-LUMO gap	6.544	eV

***

Stability check: which of them is least stable? <ii>.

***

<i>
Entry from OMol25: a 2-piece molecular cluster, C5H8NS overall (ωB97M-V/def2-TZVPD).

Last column: natural (NBO) charge in e.
Atoms and positions in Å:
S  -0.85481  -1.31915  -1.41011  0.442
N  0.23550  0.01533  0.97938  -0.229
C  -1.65428  0.22281  -1.93488  -0.747
C  0.62264  -0.75888  -0.82683  -0.349
C  1.11852  1.04078  1.48768  -0.283
C  1.32593  -0.15735  2.32087  0.183
C  0.17077  -0.78029  2.10163  -0.033
H  1.32645  -1.52536  -0.54193  0.251
H  1.02410  0.16224  -1.21722  0.231
H  1.91968  1.37351  0.83159  0.246
H  -0.37385  -1.67196  2.31486  0.276
H  -1.78301  0.86395  -1.06762  0.234
H  -1.06627  0.71617  -2.70023  0.244
H  -2.63030  -0.04323  -2.33042  0.265
H  0.61892  1.86144  1.99322  0.269

Computed properties:
LUMO energy	-0.17776	Ha
net charge	+1
HOMO-LUMO gap	8.589	eV

***

<ii>
Entry from OMol25: an isolated ion of composition C5H8NS and charge +1 (ωB97M-V/def2-TZVPD).

Last column: natural (NBO) charge in e.
Atoms and positions in Å:
S  2.01713  -0.65110  1.92230  0.412
N  0.19642  -0.84212  -0.38083  -0.319
C  0.29321  -1.48729  0.78256  0.180
C  -0.01694  0.16650  0.55801  0.095
C  -1.14357  1.09852  0.44358  -0.666
C  1.09712  0.53512  1.45822  -0.253
C  0.85404  -0.92233  -1.66132  -0.439
H  -0.94083  2.08986  0.95064  0.249
H  -2.12386  0.81133  0.87392  0.274
H  0.13098  -2.34534  1.24961  0.240
H  0.07181  -0.78186  -2.49466  0.245
H  1.21921  -1.96671  -1.77979  0.247
H  1.57680  -0.15864  -1.78240  0.230
H  -1.29984  1.18543  -0.60928  0.250
H  0.91666  1.55303  1.78965  0.254

Computed properties:
LUMO energy	-0.21136	Ha
net charge	+1
HOMO-LUMO gap	8.399	eV

***

Stability check: which of them is least stable? <i>.

***

<i>
Entry from OMol25: one molecule with the formula C6H6 (ωB97M-V/def2-TZVPD).

Last column: natural (NBO) charge in e.
Atoms and positions in Å:
C  2.30442  0.05987  1.05254  -0.126
C  1.04737  -0.59321  -0.89464  -0.050
C  -0.18901  -0.11112  -0.39640  -0.099
C  -2.62033  0.69241  0.35334  -0.695
C  -1.29947  0.24780  -0.07904  0.124
C  2.25236  -0.52396  -0.25680  -0.397
H  -3.04054  -0.02346  1.06745  0.248
H  -3.30927  0.77565  -0.49266  0.238
H  -2.55693  1.66458  0.85137  0.247
H  0.98958  -1.08141  -1.86969  0.218
H  3.10160  -0.96283  -0.79070  0.192
H  3.32022  -0.14433  1.45522  0.100

Computed properties:
LUMO energy (spin up / spin down)	-0.03984 / -0.03871	Ha
net charge	0
HOMO-LUMO gap (spin up / spin down)	7.242 / 7.088	eV

***

<ii>
Entry from OMol25: one molecule with the formula C6H6 (ωB97M-V/def2-TZVPD).

Last column: natural (NBO) charge in e.
Atoms and positions in Å:
C  -1.66786  2.51632  0.80518  -0.238
C  0.84366  -2.29507  -1.32873  -0.488
C  0.58492  0.09405  -0.32671  -0.271
C  -0.06826  0.39109  1.00351  -0.496
C  -0.96672  1.54538  0.92371  -0.007
C  0.75899  -1.11372  -0.78500  0.098
H  -2.29295  3.37449  0.69934  0.236
H  1.62737  -3.01152  -1.09814  0.224
H  0.10466  -2.54519  -2.08217  0.224
H  -0.59997  -0.49587  1.36569  0.245
H  0.95108  0.93707  -0.90892  0.233
H  0.72508  0.60299  1.73224  0.241

Computed properties:
LUMO energy	0.03566	Ha
structure (SMILES)	C#CCC=C=C
net charge	0
HOMO-LUMO gap	10.517	eV

***

Stability check: which of them is least stable? <i>.